Record 1
22
Properties=species:S:1:pos:R:3 method="wB97M-V/def2-TZVPD" spin_multiplicity=2 s_squared=0.758 e_tot_ha=-2315.3511 e_lumo_ha="-0.01992 / -0.03753"
H -2.51528 -0.10847 0.38198
C -2.88623 0.09834 3.01322
O -3.44291 -0.84053 2.12822
C -3.53689 -0.36620 0.81255
H -2.82853 -0.36614 4.00494
H -1.86965 0.39025 2.69160
H -3.50995 1.00746 3.07401
H -4.17302 0.53411 0.75233
H -3.98879 -1.15514 0.19947
O -0.01026 1.75162 -0.61670
C -0.29775 0.50465 -0.60477
C 0.40446 -0.51831 -1.12123
O 1.59791 -0.13187 -1.77702
C 2.83444 -0.66520 -1.27183
C 3.93926 0.27871 -1.74261
O 3.64194 1.60477 -1.43990
Zn 1.80240 1.84675 -1.43394
H 0.13057 -1.57175 -1.14355
H 2.97458 -1.69143 -1.64202
H 2.78024 -0.67883 -0.17032
H 4.07580 0.13325 -2.83390
H 4.87768 -0.05604 -1.26053

=====

Record 2
114
Properties=species:S:1:pos:R:3 method="wB97M-V/def2-TZVPD" e_tot_ha=-3622.2681 e_lumo_ha=-0.17490
In 2.38565 -3.16378 0.13975
O 4.21901 -2.20189 -2.14398
C 3.54933 -1.14926 -2.88334
C 4.28770 -0.47234 -4.11844
O 5.29476 -1.22333 -4.83280
H 3.14922 -0.37514 -2.22855
H 2.65084 -1.68256 -3.19382
H 4.79332 0.40592 -3.71707
H 3.61172 -0.03167 -4.85123
N 0.43098 -1.06795 -0.09997
S -0.29604 0.01758 0.70098
O -1.63293 -0.27850 1.19604
O 0.08962 1.43243 0.51382
F 0.50680 -0.37450 2.04820
S -0.39802 -0.56455 -1.49992
O 0.06296 0.61267 -2.24927
O -1.80445 -0.79409 -1.53573
F 0.09657 -1.70267 -2.42125
C -1.85170 -1.89180 -5.27712
O -2.42906 -2.84360 -6.12054
H -2.01221 -2.29230 -4.27616
H -0.76461 -1.83501 -5.33293
H -2.30989 -0.90770 -5.37571
H -3.29472 -3.15704 -5.84855
C 0.19091 3.53632 4.29436
O 0.16006 2.37163 3.47105
H 1.14513 4.04387 4.15300
H -0.50586 4.36591 4.17437
H 0.25034 3.10823 5.29502
H -0.72222 2.28485 3.10275
C -5.09833 -0.43134 -2.55685
O -4.05332 -1.36069 -2.94633
H -5.91245 -0.68731 -3.23492
H -5.50817 -0.54995 -1.55382
H -4.85238 0.62494 -2.66585
H -3.38277 -1.32531 -2.26025
C -1.47343 -4.15766 -0.19342
O -0.18627 -4.71762 -0.45806
H -2.16722 -4.71468 0.43626
H -1.47749 -3.17943 0.28735
H -2.02985 -4.00815 -1.11870
H -0.34550 -5.49161 -1.00320
C -4.71886 -1.75021 1.21343
O -3.90760 -1.30170 2.27222
H -5.13197 -0.90872 0.65724
H -4.21885 -2.42119 0.51496
H -5.55578 -2.32281 1.61316
H -3.23317 -0.70133 1.94620
C -3.71817 2.06509 3.16598
O -2.54943 2.38546 2.41835
H -4.46268 2.84518 3.00708
H -4.20197 1.15966 2.79961
H -3.49068 1.94838 4.22557
H -2.68318 2.12889 1.50300
C 2.62741 3.01922 -2.33338
O 1.25878 3.26027 -2.55422
H 2.85528 1.95343 -2.31651
H 3.25775 3.61659 -2.99211
H 2.89566 3.19341 -1.29137
H 0.75629 2.53921 -2.16797
C 1.08458 1.93891 -5.50120
O 0.51867 3.15748 -5.23909
H 1.22017 1.65148 -6.54384
H 2.08020 1.84341 -5.06795
H 0.38823 1.20383 -5.09763
H 0.88982 3.42347 -4.39464
C -2.96532 2.54538 -1.12252
O -3.51637 1.55884 -0.26124
H -1.89058 2.53944 -0.94088
H -3.03458 2.33744 -2.19026
H -3.33851 3.54751 -0.91143
H -4.47069 1.61615 -0.34840
C 0.83108 4.74466 0.60773
O 0.49954 5.79741 1.46655
H 0.97511 3.82242 1.17060
H 0.02090 4.61900 -0.11054
H 1.73569 5.01343 0.06225
H 1.18587 6.44268 1.28166
C 4.84551 -0.18200 0.63810
O 3.53339 -0.53386 1.01814
H 5.35507 -1.06182 0.24521
H 4.88212 0.64567 -0.07024
H 5.35058 0.26167 1.49609
H 3.11640 0.16303 1.53008
C -1.65239 0.01386 5.21847
O -1.55428 0.72895 6.43286
H -1.44507 -1.05409 5.28625
H -2.69048 0.17175 4.92599
H -1.11788 0.40133 4.35113
H -0.67808 0.79101 6.82020
C 0.84469 -4.56957 -3.46863
O 1.97006 -4.45234 -2.61261
H 1.00757 -3.96092 -4.35808
H 0.86161 -5.59031 -3.85060
H -0.11771 -4.27891 -3.04745
H 2.77027 -4.56810 -3.13016
C 3.65339 2.75566 2.87779
O 2.78081 1.60290 2.89896
H 4.59292 2.45036 2.41715
H 3.05807 3.41938 2.25075
H 3.89083 3.22561 3.83218
H 1.89948 1.91709 3.11377
C -0.68734 -3.07761 3.34263
O 0.28805 -3.61234 2.47841
H -1.46671 -3.79311 3.60480
H -0.26456 -2.60882 4.23123
H -1.26534 -2.33193 2.79676
H 0.59620 -4.38014 2.96539
C 2.86211 -1.51903 3.91676
O 3.03168 -2.67051 3.14130
H 1.87157 -1.07291 3.82794
H 2.91370 -1.81479 4.96460
H 3.55062 -0.68009 3.81568
H 3.05444 -3.41774 3.74357